1.
Below is a molecular structure, C27H55HgN3O3 at a distorted geometry, with properties calculated with ωB97M-V with the def2-TZVPD basis set.

```
! RIJCOSX wB97M-V def2-TZVPD def2/J DEFGRID3
* xyz 0 1
Hg -0.5746 -0.4289 0.0238
C -1.5651 2.9653 -1.0367
C -0.0717 3.2447 -1.2251
C 0.3278 4.4121 -0.2989
C 1.8064 4.6880 -0.2201
C 2.4200 3.4454 0.3800
C 2.1499 2.2099 -0.4923
N 0.7287 2.0881 -0.8013
O 0.3961 0.9004 -1.4492
C 2.5551 1.0177 0.3749
C 3.0975 2.2602 -1.7036
C 0.2090 3.7495 -2.6564
H -2.1382 3.5159 -1.7863
H -1.9738 3.2878 -0.0796
H -1.7640 1.9168 -1.2643
H -0.0142 4.1970 0.7261
H -0.3956 5.2305 -0.4173
H 2.0422 5.5601 0.3997
H 2.2991 4.9693 -1.1542
H 2.2041 3.3683 1.4497
H 3.5087 3.5856 0.4260
H 2.5353 0.0954 -0.2070
H 2.1037 0.9606 1.3655
H 3.6132 1.1277 0.6540
H 2.8995 1.4140 -2.3653
H 4.1228 2.1280 -1.3542
H 2.9978 3.1944 -2.2517
H -0.6427 4.2572 -3.1232
H 0.2732 2.9165 -3.3665
H 1.0490 4.4349 -2.7054
C -1.6504 0.4773 4.4765
C -0.5321 0.7217 3.4660
C 0.7235 1.1942 4.2353
C 1.4888 0.1042 4.9793
C 1.8995 -0.9310 3.9263
C 0.7127 -1.4779 3.1429
N -0.2220 -0.4614 2.6553
O -1.3695 -1.0339 2.0331
C 0.0497 -2.6434 3.9187
C 1.3438 -2.1777 1.9229
C -0.7992 1.8597 2.4900
H -1.2527 -0.1090 5.3123
H -2.5054 -0.0888 4.1141
H -1.9544 1.4122 4.9539
H 0.3373 1.9186 4.9626
H 1.3939 1.7889 3.6096
H 0.8078 -0.2580 5.7533
H 2.3694 0.5449 5.4479
H 2.3881 -1.7422 4.4693
H 2.6848 -0.3939 3.3878
H 0.7556 -2.9772 4.6832
H -0.1983 -3.4977 3.2927
H -0.8632 -2.3840 4.4582
H 2.2036 -2.7741 2.2426
H 1.8094 -1.4586 1.2336
H 0.7021 -2.7627 1.2642
H -1.1382 2.7647 3.0079
H -1.5564 1.6633 1.7231
H 0.0695 2.1652 1.9022
C -0.2420 -4.2448 -2.7133
C -0.0906 -2.7125 -2.5348
C -0.1145 -2.0446 -3.9027
C -1.5033 -2.0162 -4.5535
C -2.5021 -1.3791 -3.5950
C -2.5822 -2.1293 -2.2476
N -1.2148 -2.1447 -1.7192
O -1.2469 -2.7739 -0.4301
C -3.5124 -1.2944 -1.3575
C -3.2233 -3.4954 -2.5201
C 1.2290 -2.5100 -1.8172
H -0.7374 -4.5427 -3.6373
H -0.6097 -4.8291 -1.8691
H 0.7556 -4.6743 -2.8573
H 0.3016 -1.0348 -3.8541
H 0.4690 -2.5688 -4.6651
H -1.7538 -2.9860 -4.9894
H -1.4885 -1.3790 -5.4438
H -3.4991 -1.1936 -3.9978
H -2.0984 -0.3728 -3.4303
H -4.5385 -1.3765 -1.7225
H -3.4740 -1.7424 -0.3633
H -3.3550 -0.2144 -1.3659
H -2.8362 -3.8916 -3.4595
H -2.9368 -4.2903 -1.8238
H -4.3062 -3.5342 -2.6093
H 1.2031 -1.4727 -1.4455
H 2.1236 -2.4436 -2.4354
H 1.3621 -3.1606 -0.9570
H -1.4752 -3.7036 -0.5888
*
```

Properties
Energy relative to the best compared isomer or geometry (same formula, charge and spin) in kJ/mol: 0.0
Total energy in eV: -43672.6349
Highest occupied orbital energy in eV: -6.777

=====

2.
Below is a molecular structure, C27H56BN2O10PS at a distorted geometry, with properties calculated with ωB97M-V with the def2-TZVPD basis set.

```
! RIJCOSX wB97M-V def2-TZVPD def2/J DEFGRID3
* xyz 0 3
C 2.7308 -7.2173 -2.3078
C 1.3963 -6.7895 -2.9994
C 1.3187 -5.2471 -3.2706
C -0.1335 -4.6890 -3.4387
C -1.1771 -5.7098 -4.0006
C -0.6350 -3.9600 -2.1334
P -0.5024 -4.9291 -0.5151
O 0.8658 -5.4948 -0.2633
O -1.6369 -6.1593 -0.6150
O -0.9930 -4.0172 0.7775
O -2.1066 -3.8952 -2.2871
S -2.6181 -2.4995 -1.5125
O -3.5238 -2.6696 -0.3649
O -3.2922 -1.5922 -2.4741
O -1.1296 -1.8463 -1.1010
C -0.2784 -2.4351 -2.1033
B 1.2691 -1.9826 -2.2227
O 1.7258 -1.6787 -3.5204
C 2.2944 -1.8209 -1.0095
C 3.6272 -2.5736 -1.3798
H 2.6476 -8.2000 -1.8071
H 3.5657 -7.2459 -3.0412
H 2.9915 -6.4479 -1.5514
H 0.5246 -7.1298 -2.4077
H 1.3102 -7.2863 -3.9935
H 1.9359 -5.0595 -4.1780
H 1.8754 -4.7516 -2.4415
H -0.0628 -3.8733 -4.1940
H -1.8000 -6.2005 -3.2314
H -1.8171 -5.1566 -4.7195
H -0.7114 -6.5216 -4.5967
H -1.3053 -6.8270 -1.2250
H -1.7947 -4.4101 1.1520
H -0.7679 -2.0832 -3.0559
H 1.0015 -1.7152 -4.1498
H 2.5584 -0.7438 -0.8858
H 1.8751 -2.1752 -0.0447
H 4.5252 -2.0365 -1.0106
H 3.7731 -2.7305 -2.4644
H 3.6420 -3.5806 -0.9047
C 1.3625 1.8708 2.0607
C 2.7924 1.8719 2.6508
C 3.0137 3.1542 3.4687
C 3.1988 4.3995 2.6072
C 4.2903 4.1798 1.5641
C 4.0704 2.9162 0.7201
N 3.7882 1.7191 1.5545
O 4.9238 1.3249 2.0919
C 2.9159 3.1520 -0.2757
C 5.2990 2.7051 -0.1812
C 2.8092 0.6719 3.6115
H 1.2990 1.2282 1.1805
H 0.6348 1.4875 2.7772
H 1.0057 2.8640 1.7905
H 3.8996 3.0379 4.1026
H 2.1711 3.3075 4.1487
H 2.2583 4.6773 2.1217
H 3.4699 5.2459 3.2437
H 4.3504 5.0554 0.9118
H 5.2555 4.1177 2.0785
H 2.6756 2.2361 -0.8197
H 3.1987 3.9045 -1.0148
H 2.0046 3.5249 0.1856
H 6.2268 2.6322 0.3860
H 5.4150 3.5468 -0.8662
H 5.1921 1.7995 -0.7830
H 2.6570 -0.2652 3.0713
H 2.0094 0.7663 4.3478
H 3.7400 0.5982 4.1745
C -5.2543 2.9844 -0.5418
C -4.2089 2.2531 0.3343
C -4.8910 1.6940 1.5926
C -5.2349 2.7649 2.6235
C -4.0082 3.6110 2.9534
C -3.3288 4.1991 1.7082
N -3.0874 3.1759 0.6577
O -2.0641 2.4399 1.0332
C -4.1891 5.3473 1.1418
C -2.0243 4.8922 2.1385
C -3.7403 1.0747 -0.5321
H -4.7790 3.7172 -1.1967
H -5.7846 2.2848 -1.1894
H -6.0273 3.4875 0.0389
H -4.2368 0.9552 2.0679
H -5.8007 1.1572 1.3104
H -6.0512 3.3996 2.2657
H -5.6029 2.2880 3.5356
H -4.2954 4.4172 3.6342
H -3.2950 2.9881 3.5044
H -3.7771 5.7169 0.2006
H -4.2100 6.1869 1.8398
H -5.2298 5.0788 0.9782
H -1.3468 4.2192 2.6651
H -2.2405 5.7166 2.8202
H -1.4970 5.3048 1.2750
H -3.2444 1.4259 -1.4396
H -4.5886 0.4604 -0.8356
H -3.0577 0.4108 -0.0010
*
```

Properties
Energy relative to the best compared isomer or geometry (same formula, charge and spin) in kJ/mol: 164.8
Total energy in eV: -73161.1416
Highest occupied orbital energy (spin up / spin down) in eV: -8.550 / -9.274

=====

3.
Below is a molecular structure, C27H56Ca3NO16P2 at a distorted geometry, with properties calculated with ωB97M-V with the def2-TZVPD basis set.

```
! RIJCOSX wB97M-V def2-TZVPD def2/J DEFGRID3
* xyz -1 1
Ca 1.4281 1.8273 -1.4015
Ca 1.9717 -1.9311 -1.1705
Ca -0.6146 -2.5026 0.9708
P 0.3297 -0.0150 0.2672
O 0.2261 -0.6676 1.6660
O -0.0863 -1.1843 -0.7185
O 1.8540 0.1084 -0.1578
O -0.2414 1.3946 -0.0706
P 0.8185 -4.3727 -0.7745
O 1.3528 -3.3553 0.3279
O -0.6609 -4.4374 -0.2622
O 1.3594 -5.7784 -0.5519
O 1.0819 -3.7018 -2.1371
O 3.7374 0.1337 -4.6509
C 3.0576 0.5140 -3.5544
O 2.9400 1.7227 -3.2529
O 2.6022 -0.3684 -2.7739
H 3.7491 -0.8327 -4.4860
C -0.2724 2.5058 3.3533
C 0.5873 3.1907 4.3812
C 0.9818 4.4627 3.6413
O -0.2221 4.8318 3.0188
C -0.8086 3.6589 2.4413
H -1.0770 1.9397 3.8280
H 0.2839 1.7574 2.7854
H 1.4744 2.6423 4.7044
H 0.0221 3.5114 5.2578
H 1.9205 4.3501 3.0784
H 1.2500 5.2721 4.3287
H -0.4673 3.4485 1.4266
H -1.8916 3.7372 2.3753
C -0.2396 -2.2070 -4.4515
C -0.7499 -1.3224 -5.5815
C -2.2084 -1.7648 -5.5465
O -2.1278 -3.1795 -5.3931
C -1.0230 -3.5404 -4.5420
H -0.3414 -1.6618 -3.5089
H 0.8117 -2.5036 -4.4075
H -0.3440 -1.5490 -6.5717
H -0.4566 -0.2804 -5.4389
H -2.7920 -1.5321 -6.4419
H -2.8613 -1.4275 -4.7310
H -0.3985 -4.2583 -5.0690
H -1.3180 -3.8693 -3.5493
C 5.5484 3.1124 0.7190
C 4.6439 2.8905 1.9075
C 3.5507 2.0234 1.2278
O 3.4870 2.5900 -0.1239
C 4.6051 3.4859 -0.3646
H 6.1224 2.2177 0.4685
H 6.3259 3.8619 0.9018
H 4.1653 3.7912 2.2953
H 5.1232 2.3323 2.7110
H 2.6418 1.9591 1.8208
H 3.9679 1.0182 1.1881
H 4.2772 4.5245 -0.3052
H 5.0178 3.2275 -1.3386
C -1.8887 2.7910 -4.9272
C -2.5860 2.9938 -3.5818
C -1.6533 2.2960 -2.6123
O -0.3412 2.5486 -3.1613
C -0.3988 2.8483 -4.5619
H -2.1255 3.6455 -5.5629
H -2.2616 1.8629 -5.3552
H -3.5364 2.4531 -3.5246
H -2.8364 4.0245 -3.3324
H -1.8257 1.2239 -2.5106
H -1.7056 2.7635 -1.6308
H 0.1165 2.1223 -5.1892
H -0.0470 3.8663 -4.7189
C 3.0691 -0.6794 4.8226
C 1.5629 -0.6970 5.1832
C 1.1542 -2.1850 5.2147
O 2.3634 -2.9104 5.1650
C 3.2746 -2.1506 4.4077
H 3.6982 -0.4677 5.6863
H 3.2191 0.0562 4.0356
H 0.9700 -0.2315 4.3937
H 1.3818 -0.1646 6.1173
H 0.5438 -2.4330 4.3406
H 0.5843 -2.5192 6.0840
H 3.2048 -2.2268 3.3164
H 4.2485 -2.5591 4.6866
C -3.1722 -2.6580 -1.6392
C -3.3156 -1.6337 -0.5054
N -3.0339 -2.0278 0.8836
C -3.3383 -0.8989 1.7487
C -2.7549 -1.0932 3.1541
C -3.7942 -3.2568 1.2308
C -5.3242 -3.1093 1.2443
H -3.8664 -3.4802 -1.4411
H -2.1459 -3.0084 -1.7302
H -3.5434 -2.2456 -2.5777
H -2.5791 -0.8547 -0.7246
H -4.3267 -1.2141 -0.6086
H -4.4056 -0.6747 1.8743
H -2.9345 0.0179 1.3134
H -1.7270 -1.4567 3.1893
H -3.4677 -1.4605 3.8918
H -2.5188 -0.1154 3.6044
H -3.4892 -4.0173 0.5105
H -3.4197 -3.6848 2.1638
H -5.6960 -2.7958 0.2718
H -5.7928 -4.0245 1.6073
H -5.6530 -2.3798 1.9897
*
```

Properties
Energy relative to the best compared isomer or geometry (same formula, charge and spin) in kJ/mol: 0.0
Total energy in eV: -137069.3957
Highest occupied orbital energy in eV: -3.547

=====

4.
Below is 5 unconnected molecules or ions with the total composition C27H56F4O19P4S2 at a distorted geometry, with properties calculated with ωB97M-V with the def2-TZVPD basis set.

```
! RIJCOSX wB97M-V def2-TZVPD def2/J DEFGRID3
* xyz 0 1
C 0.0138 -0.9234 5.1010
C -0.8637 -0.4730 4.4184
C -1.8594 -0.0329 3.4027
F -2.5332 1.0135 4.0864
C -1.4506 0.2190 1.9418
C -0.2567 1.0830 1.5456
S 1.2835 0.8474 2.5113
C 2.3141 2.3543 2.3367
C 1.7600 3.4423 1.3939
C -2.7237 0.8819 1.2633
C -2.4693 1.5717 -0.1051
O -2.2529 2.9631 -0.0084
C -3.7991 1.4416 -0.9302
F -3.7533 2.3769 -1.9003
F -3.9795 0.2431 -1.4411
F -4.8119 1.8240 -0.1313
O -1.4950 -1.1202 1.3893
C -2.3029 -1.9619 2.1150
O -2.5290 -3.0941 1.8605
C -2.8986 -1.1894 3.3678
S -4.6907 -0.7483 3.2821
C -2.8725 -2.3040 4.4578
C -3.3725 -1.8420 5.8683
C -4.3998 -2.8254 6.4826
H 0.6721 -1.4953 5.7741
H -0.5358 2.1373 1.6294
H 0.0031 0.8170 0.5122
H 2.4397 2.7646 3.3499
H 3.3224 2.0619 2.0098
H 1.8590 3.1470 0.3422
H 0.7533 3.7716 1.6721
H 2.4142 4.3231 1.5153
H -3.5201 0.1498 1.0832
H -3.1886 1.6484 1.9060
H -1.7059 1.0730 -0.7213
H -2.2607 3.2068 0.9218
H -5.1320 -1.7682 2.4956
H -1.9324 -2.8677 4.5149
H -3.6199 -3.0447 4.1303
H -3.6854 -0.7920 5.8917
H -2.4802 -1.9024 6.5159
H -5.1654 -3.1617 5.7745
H -3.8218 -3.7028 6.8212
H -4.8125 -2.3841 7.4003
C -3.0803 4.7495 -3.2074
O -1.8059 5.3005 -3.5452
P -1.6946 6.1327 -5.0002
O -2.9727 6.9151 -4.9296
O -1.8418 4.7349 -5.8562
C -0.9359 3.6617 -5.5710
O -1.0055 6.9400 -6.3015
C -1.6607 6.8413 -7.5577
H -2.9111 3.9485 -2.4971
H -3.6990 5.5109 -2.7342
H -3.5911 4.3449 -4.0816
H -1.4792 2.8642 -5.0621
H -0.1034 3.9838 -4.9456
H -0.5411 3.2763 -6.5112
H -2.7219 7.0733 -7.4680
H -1.5271 5.8503 -7.9904
H -1.1938 7.5693 -8.2209
C 6.1815 -4.5245 6.0459
O 4.8328 -4.9565 5.9040
P 3.6258 -3.9911 6.6194
O 4.3136 -2.7198 6.1636
O 4.1205 -4.4504 8.1202
C 4.0176 -5.8352 8.4802
O 2.3626 -3.0506 7.2822
C 2.6719 -2.1660 8.3504
H 6.8183 -5.3994 5.9063
H 6.4187 -3.7910 5.2775
H 6.3684 -4.1044 7.0342
H 5.0171 -6.2678 8.5235
H 3.4147 -6.4001 7.7686
H 3.5579 -5.9059 9.4654
H 3.5286 -1.5385 8.1044
H 2.8598 -2.7165 9.2714
H 1.7992 -1.5314 8.5072
C 6.5380 3.4261 -5.2218
O 5.2605 3.6956 -5.7917
P 3.9227 3.0899 -4.9724
O 4.3356 3.4254 -3.5694
O 4.3102 1.5470 -5.3914
C 4.4905 1.2381 -6.7801
O 2.3290 2.6775 -4.6447
C 2.0891 1.5475 -3.8161
H 7.2740 3.5132 -6.0217
H 6.7640 4.1637 -4.4540
H 6.5881 2.4219 -4.8014
H 5.5493 1.0646 -6.9727
H 4.1368 2.0403 -7.4279
H 3.9352 0.3292 -7.0096
H 2.6725 1.6018 -2.8970
H 2.3075 0.6218 -4.3471
H 1.0282 1.5541 -3.5644
C -2.5128 -4.3619 -6.1098
O -2.6727 -5.0854 -4.8949
P -2.7972 -4.1767 -3.4829
O -3.7200 -3.1028 -3.9799
O -1.2079 -3.7521 -3.5724
C -0.2263 -4.7911 -3.6643
O -2.8804 -3.8148 -1.8509
C -2.3672 -2.5574 -1.4277
H -2.0603 -5.0404 -6.8342
H -3.4852 -4.0460 -6.4836
H -1.8632 -3.4963 -5.9809
H 0.1965 -4.7958 -4.6695
H -0.6475 -5.7736 -3.4502
H 0.5677 -4.5846 -2.9470
H -2.7667 -1.7444 -2.0306
H -1.2780 -2.5508 -1.4618
H -2.6698 -2.4129 -0.3971
*
```

Properties
Total energy in eV: -137494.4437
Highest occupied orbital energy in eV: -8.582